[1]
The following is a DFT calculation (the ωB97M-V functional and the def2-TZVPD basis) of a cluster of 2 separate species, C3H7N4OS in total in a non-equilibrium geometry.

Element x y z (Å)
C (1.6799, -0.6834, -0.8130)
C (-0.4658, -1.1911, -0.2477)
C (1.6057, -1.0940, 0.6461)
N (0.3373, -0.7923, -1.2509)
N (0.2497, -1.3764, 0.8666)
N (-1.7622, -1.3904, -0.3516)
N (2.4537, -1.1846, 1.5556)
O (2.6031, -0.3499, -1.4768)
S (1.0093, 2.4897, 0.1436)
H (0.0365, -0.5379, -2.1840)
H (-0.0828, -1.6672, 1.7759)
H (-2.2541, -1.2445, -1.2230)
H (-2.3103, -1.7012, 0.4381)
H (3.4153, -0.9547, 1.3243)
H (0.2724, 3.4358, 0.7182)
H (1.8695, 3.3634, -0.3636)

Output
Total charge ... +1
Kohn-Sham gap ... 8.3 eV
Max |F| ... 1.0 eV/Å
E ... -22061.713 eV
HOMO energy ... -13.0 eV
Multiplicity ... 1
E_LUMO ... -4.694 eV

***

[2]
The following is a DFT calculation (the ωB97M-V functional and the def2-TZVPD basis) of a cluster of 2 separate species, C3H7N4S2 in total in a non-equilibrium geometry.

Element x y z (Å)
C (-1.0608, -1.8587, 2.1331)
C (0.0482, 2.1920, -0.4322)
C (-0.1810, 1.7805, -1.8558)
N (0.7546, -2.5593, 0.7348)
N (-0.5518, -2.3740, 1.1708)
N (0.4318, 1.0713, 0.3407)
N (0.3009, -0.0088, -0.2660)
S (-1.9972, -1.1336, 3.1633)
S (-0.3449, -0.0728, -1.8208)
H (0.7990, 2.9315, -0.4081)
H (-0.8275, 2.6983, 0.0219)
H (-0.9420, 2.3044, -2.3124)
H (0.6842, 1.9274, -2.4589)
H (0.9747, -3.2254, -0.0171)
H (0.6448, -0.8179, 0.3678)
H (1.2670, -2.8549, 1.6389)

Output
Total charge ... +1
Kohn-Sham gap (alpha / beta) ... 7.3 / 7.3 eV
Max |F| ... 3.9 eV/Å
E ... -30844.846 eV
HOMO energy (alpha / beta) ... -12.5 / -12.5 eV
Multiplicity ... 1
E_LUMO (alpha / beta) ... -5.145 / -5.144 eV

***

[3]
The following is a DFT calculation (the ωB97M-V functional and the def2-TZVPD basis) of the molecule C3H7N5 in a non-equilibrium geometry.

Element x y z (Å)
C (-0.5989, 0.9572, 0.6969)
C (-1.3371, 1.3661, -0.5102)
C (0.3216, -0.7849, -0.6112)
H (1.3068, -0.8836, 1.7123)
H (2.4101, -0.0672, 0.9270)
H (-1.3262, 0.2780, 1.3001)
H (-0.3273, 1.7935, 1.3472)
H (-1.9246, 2.2517, -0.6267)
H (-1.1034, -1.3824, -1.9534)
H (1.8921, -1.8390, -0.2895)
N (1.4597, 0.0364, 1.3493)
N (0.5402, 0.1876, 0.2940)
N (-1.4983, 0.5625, -1.5005)
N (-0.8818, -0.6088, -1.3061)
N (1.0670, -1.8671, -0.8291)

Output
Kohn-Sham gap ... 9.6 eV
Max |F| ... 3.8 eV/Å
E ... -10672.782 eV
HOMO energy ... -8.7 eV
SMILES string ... [H]/N=C1/NN=CCN1N
Multiplicity ... 1
E_LUMO ... 0.883 eV

***

[4]
The following is a DFT calculation (the ωB97M-V functional and the def2-TZVPD basis) of the ion C3H7N5 with charge +2 in a non-equilibrium geometry.

Element x y z (Å)
C (0.5463, -0.7904, 0.1684)
C (-1.6557, -0.1547, -0.1273)
C (0.4939, 0.6877, 0.3948)
N (1.8080, 1.1529, 0.0488)
N (2.5942, 0.2291, -0.0722)
N (-0.6450, -1.2200, -0.1062)
N (2.0963, -0.9544, 0.0105)
N (-0.7579, 1.1409, -0.2840)
H (-2.3464, -0.4037, -0.9455)
H (-2.1136, -0.0222, 0.9650)
H (0.3384, 1.0303, 1.4362)
H (-1.1411, -2.1833, -0.3110)
H (2.6402, -1.7926, -0.0395)
H (-0.5465, 1.3569, -1.3492)
H (-1.3110, 1.9235, 0.2112)

Output
Total charge ... +2
Kohn-Sham gap ... 8.9 eV
Max |F| ... 7.1 eV/Å
E ... -10651.985 eV
HOMO energy ... -19.4 eV
SMILES string ... C1NC2=[NH+]N=N[C@H]2[NH2+]1
Multiplicity ... 1
E_LUMO ... -10.543 eV

***

[5]
The following is a DFT calculation (the ωB97M-V functional and the def2-TZVPD basis) of the molecule C3H7NO in a non-equilibrium geometry.

Element x y z (Å)
C (0.1629, -0.0904, -0.1167)
C (1.8269, 1.4969, 0.2403)
C (-1.7871, -1.4411, -0.2308)
N (1.2907, 0.2875, -0.4574)
O (-0.4044, -1.1749, -0.5465)
H (-0.3425, 0.6215, 0.6019)
H (2.6066, 1.0493, 0.8311)
H (0.9433, 1.8174, 0.8409)
H (2.1394, 2.1077, -0.6382)
H (-1.9404, -2.5460, 0.1254)
H (-2.3294, -1.3917, -1.1450)
H (-2.1662, -0.7362, 0.4951)

Output
Kohn-Sham gap ... 10.4 eV
Max |F| ... 3.3 eV/Å
E ... -6760.312 eV
HOMO energy ... -9.4 eV
SMILES string ... C/N=C/OC
Multiplicity ... 1
E_LUMO ... 1.004 eV

***

[6]
The following is a DFT calculation (the ωB97M-V functional and the def2-TZVPD basis) of a cluster of 2 separate species, C3H7NO in total.

Element x y z (Å)
O (-1.1570, 0.0932, -1.5134)
C (-0.4687, 1.0092, -1.1330)
C (0.5118, 0.8991, -0.0104)
C (0.1809, 0.0218, 1.1496)
N (1.1362, -0.4162, 0.1566)
H (-1.1693, -2.1550, -0.6480)
H (-1.4395, -2.7802, -0.3445)
H (-0.5532, 2.0134, -1.5980)
H (1.1051, 1.7911, 0.1855)
H (-0.7661, -0.5121, 1.1322)
H (0.5310, 0.3378, 2.1307)
H (2.0888, -0.3021, 0.4926)

Output
Kohn-Sham gap ... 10.8 eV
Max |F| ... 0.6 eV/Å
E ... -6759.580 eV
HOMO energy ... -9.9 eV
SMILES string ... O=C[C@H]1CN1.[H][H]
Multiplicity ... 1
E_LUMO ... 0.908 eV

***

[7]
The following is a DFT calculation (the ωB97M-V functional and the def2-TZVPD basis) of the molecule C3H7NO in a non-equilibrium geometry.

Element x y z (Å)
C (0.5230, 1.0351, 0.9452)
C (-0.7167, 0.4296, 0.2664)
C (-0.1357, -0.9036, -0.1760)
O (0.3720, -1.6620, 0.6370)
N (-0.0096, -1.1362, -1.5028)
H (0.3007, 1.6993, 1.7792)
H (1.0164, 0.1206, 1.3382)
H (1.1236, 1.5959, 0.2150)
H (-1.1484, 1.0222, -0.5528)
H (-1.4979, 0.2594, 1.0117)
H (-0.4565, -0.5848, -2.2117)
H (0.6290, -1.8755, -1.7494)

Output
Kohn-Sham gap ... 10.8 eV
Max |F| ... 1.3 eV/Å
E ... -6762.343 eV
HOMO energy ... -9.9 eV
SMILES string ... CCC(N)=O
Multiplicity ... 1
E_LUMO ... 0.943 eV

***

[8]
The following is a DFT calculation (the ωB97M-V functional and the def2-TZVPD basis) of a cluster of 2 separate species, C3H7NO in total.

Element x y z (Å)
O (-1.1871, 1.4932, -0.0526)
C (-0.2256, 1.3733, -0.7731)
C (0.6413, 0.1562, -0.8022)
C (0.8794, -0.5842, 0.4703)
N (-0.0388, -1.1100, -0.5152)
H (-2.0210, -0.1175, 1.5522)
H (-2.2265, -0.4561, 2.1838)
H (0.0827, 2.1974, -1.4495)
H (1.4438, 0.1666, -1.5383)
H (0.4056, -0.2091, 1.3741)
H (1.8535, -1.0517, 0.6018)
H (0.3926, -1.8582, -1.0514)

Output
Kohn-Sham gap ... 10.8 eV
Max |F| ... 0.5 eV/Å
E ... -6759.581 eV
HOMO energy ... -9.9 eV
SMILES string ... O=C[C@H]1CN1.[H][H]
Multiplicity ... 1
E_LUMO ... 0.910 eV

***

[9]
The following is a DFT calculation (the ωB97M-V functional and the def2-TZVPD basis) of a structure of composition C3H7NO.

Element x y z (Å)
C (1.5488, -0.9722, -0.5422)
O (1.4810, 0.3521, -1.0694)
C (0.4004, 1.0916, -0.7921)
N (-0.5862, 0.6537, -0.0641)
C (-1.5756, 0.2974, 0.8868)
H (1.5213, -1.0001, 0.5538)
H (0.7494, -1.6165, -0.9273)
H (2.5149, -1.3241, -0.8960)
H (-0.5121, 1.8311, -0.5316)
H (-2.2854, 1.1326, 0.9512)
H (-2.1082, -0.5948, 0.5452)
H (-1.1484, 0.1491, 1.8858)

Output
Kohn-Sham gap ... 8.5 eV
Max |F| ... 0.6 eV/Å
E ... -6756.824 eV
HOMO energy ... -7.7 eV
Multiplicity ... 1
E_LUMO ... 0.833 eV

***

[10]
The following is a DFT calculation (the ωB97M-V functional and the def2-TZVPD basis) of the molecule C3H7NO.

Element x y z (Å)
O (1.6025, 0.4597, 0.8424)
C (1.1940, -0.5948, 0.0120)
C (-0.2167, -0.3521, -0.5084)
C (-1.2245, 0.0713, 0.4753)
N (-0.6183, 1.0579, -0.4166)
H (1.2075, 1.2563, 0.4437)
H (1.1876, -1.5072, 0.6189)
H (1.8952, -0.7547, -0.8219)
H (-0.5326, -0.9661, -1.3528)
H (-0.9273, 0.1685, 1.5127)
H (-2.2573, -0.2051, 0.2814)
H (-1.3101, 1.3662, -1.0868)

Output
Kohn-Sham gap ... 10.8 eV
Max |F| ... 0.5 eV/Å
E ... -6760.728 eV
HOMO energy ... -9.8 eV
SMILES string ... OC[C@H]1CN1
Multiplicity ... 1
E_LUMO ... 1.055 eV

***

[11]
The following is a DFT calculation (the ωB97M-V functional and the def2-TZVPD basis) of the molecule C3H7NO in a non-equilibrium geometry.

Element x y z (Å)
C (-1.2469, -0.6751, -0.3857)
C (-0.6399, -0.1969, 0.9112)
C (1.2589, 0.7106, -0.4511)
H (-1.5844, 0.1650, -1.0000)
H (-0.8329, -1.3697, -0.9915)
H (-2.1655, -1.1478, -0.2173)
H (1.1485, 0.0569, 1.6534)
H (0.6065, 1.1383, -1.1381)
H (1.7066, -0.1245, -1.0948)
H (2.2666, 1.4087, -0.1441)
N (0.5781, 0.4474, 0.8608)
O (-1.0956, -0.4129, 1.9974)

Output
Kohn-Sham gap ... 10.6 eV
Max |F| ... 4.9 eV/Å
E ... -6761.098 eV
HOMO energy ... -9.7 eV
SMILES string ... CNC(C)=O
Multiplicity ... 1
E_LUMO ... 0.862 eV

***

[12]
The following is a DFT calculation (the ωB97M-V functional and the def2-TZVPD basis) of the molecule C3H7NO in a non-equilibrium geometry.

Element x y z (Å)
C (2.1489, 0.6094, 0.1630)
C (-1.6818, -0.2997, 0.3455)
C (-0.3973, 0.1776, -0.4952)
N (0.9212, -0.4189, -0.1900)
O (1.1345, -1.6065, -0.5398)
H (2.9619, 0.0492, 0.6984)
H (1.8318, 1.5154, 0.5426)
H (-1.9012, -1.4112, 0.1149)
H (-1.5199, -0.1191, 1.3865)
H (-2.3219, 0.3831, -0.1234)
H (-0.7102, -0.1252, -1.5694)
H (-0.4659, 1.2460, -0.3331)

Output
Kohn-Sham gap (alpha / beta) ... 8.3 / 9.4 eV
Max |F| ... 6.7 eV/Å
E ... -6757.201 eV
HOMO energy (alpha / beta) ... -8.5 / -9.1 eV
SMILES string ... C=[N+]([O-])CC
Multiplicity ... 1
E_LUMO (alpha / beta) ... -0.188 / 0.290 eV

***

[13]
The following is a DFT calculation (the ωB97M-V functional and the def2-TZVPD basis) of the molecule C3H7NO in a non-equilibrium geometry.

Element x y z (Å)
C (1.6016, -0.1049, 0.4381)
C (0.2964, -0.4865, 1.0584)
C (0.4091, -0.3070, -0.3346)
N (-1.7418, 0.9389, -1.0849)
O (-0.4507, 1.1383, -0.8895)
H (1.7296, 0.9025, 0.5739)
H (2.3242, -0.7856, 0.1626)
H (0.2163, -1.5176, 1.4291)
H (-0.3343, 0.2461, 1.5382)
H (0.1433, -1.0405, -1.1647)
H (-2.1174, 0.8843, -0.1354)
H (-2.0764, 0.1320, -1.5910)

Output
Kohn-Sham gap ... 9.7 eV
Max |F| ... 6.9 eV/Å
E ... -6757.359 eV
HOMO energy ... -8.6 eV
SMILES string ... NOC1CC1
Multiplicity ... 1
E_LUMO ... 1.102 eV

***

[14]
The following is a DFT calculation (the ωB97M-V functional and the def2-TZVPD basis) of the molecule C3H7NO in a non-equilibrium geometry.

Element x y z (Å)
C (-1.8266, -0.5084, 0.0229)
C (-0.4927, 0.1701, 0.0849)
C (1.9200, -0.1103, -0.0144)
H (-2.4984, 0.3734, 0.4228)
H (-1.8492, -1.2906, 0.7628)
H (-2.1565, -0.8813, -0.9717)
H (0.4885, -1.1600, -0.8148)
H (1.9755, 0.3739, 1.1327)
H (2.0957, 0.5511, -0.6525)
H (2.6566, -1.0096, 0.1317)
N (0.5520, -0.7334, 0.0107)
O (-0.2726, 1.3586, -0.0807)

Output
Kohn-Sham gap ... 10.6 eV
Max |F| ... 12.8 eV/Å
E ... -6760.374 eV
HOMO energy ... -9.7 eV
SMILES string ... CNC(C)=O
Multiplicity ... 1
E_LUMO ... 0.840 eV

***

[15]
The following is a DFT calculation (the ωB97M-V functional and the def2-TZVPD basis) of a cluster of 2 separate species, C3H7NO in total in a non-equilibrium geometry.

Element x y z (Å)
O (-1.3091, -0.0833, -2.3252)
C (-1.6657, 0.8291, -1.5655)
H (-2.3667, 1.6989, -1.9579)
H (-1.2036, 0.8570, -0.5627)
C (1.0704, -1.4444, 0.6394)
C (0.5942, -0.2641, 1.1983)
N (1.3076, 0.8486, 1.7889)
H (1.9839, -1.8897, 1.1392)
H (0.3750, -2.0502, 0.0918)
H (-0.4810, -0.2677, 1.2897)
H (2.2989, 0.4897, 1.9037)
H (0.7200, 1.1650, 2.5427)

Output
Kohn-Sham gap ... 9.2 eV
Max |F| ... 3.8 eV/Å
E ... -6759.340 eV
HOMO energy ... -8.4 eV
SMILES string ... C=CN.C=O
Multiplicity ... 1
E_LUMO ... 0.779 eV

***

[16]
The following is a DFT calculation (the ωB97M-V functional and the def2-TZVPD basis) of the molecule C3H7NO in a non-equilibrium geometry.

Element x y z (Å)
C (1.8222, -0.5671, -0.0342)
C (0.4449, 0.1381, -0.0146)
C (-1.9610, -0.0723, 0.0012)
H (1.7134, -1.1512, -0.8056)
H (2.7115, 0.2592, -0.2619)
H (2.0863, -1.0582, 1.0108)
H (-0.4556, -1.5581, 0.5884)
H (-2.1874, 0.5613, -0.8966)
H (-2.5038, -0.9229, -0.1334)
H (-1.9133, 0.5108, 1.1333)
N (-0.6640, -0.6548, -0.0919)
O (0.4200, 1.3688, 0.0368)

Output
Kohn-Sham gap ... 10.3 eV
Max |F| ... 7.3 eV/Å
E ... -6760.281 eV
HOMO energy ... -9.6 eV
SMILES string ... CNC(C)=O
Multiplicity ... 1
E_LUMO ... 0.768 eV

***

[17]
The following is a DFT calculation (the ωB97M-V functional and the def2-TZVPD basis) of a cluster of 2 separate species, C3H7NO in total in a non-equilibrium geometry.

Element x y z (Å)
O (1.9861, 0.2643, 0.1749)
C (1.2776, -0.2142, -0.6737)
C (-0.2224, -0.1316, -0.7475)
C (-1.2311, -0.1580, 0.3594)
N (-0.7238, 1.0984, -0.1301)
H (1.1878, 0.0494, 1.7523)
H (1.1678, -0.6840, 1.9694)
H (1.7710, -0.6140, -1.5690)
H (-0.6130, -0.4130, -1.7258)
H (-0.9180, -0.4373, 1.3573)
H (-2.2526, -0.4278, 0.0833)
H (-1.3815, 1.5492, -0.7540)

Output
Kohn-Sham gap ... 10.5 eV
Max |F| ... 1.4 eV/Å
E ... -6758.844 eV
HOMO energy ... -9.7 eV
SMILES string ... O=C[C@H]1CN1.[H][H]
Multiplicity ... 1
E_LUMO ... 0.797 eV

***

[18]
The following is a DFT calculation (the ωB97M-V functional and the def2-TZVPD basis) of a cluster of 2 separate species, C3H7NO2 in total.

Element x y z (Å)
O (1.3419, 0.3446, 1.2485)
C (1.8141, -0.2944, 0.3275)
C (1.0921, -1.3715, -0.4134)
N (-1.5703, 0.2567, -0.6159)
C (-1.8261, 1.2518, 0.1321)
O (-1.0357, 1.6708, 1.1100)
H (-0.2562, 1.0731, 1.1858)
H (1.7517, -1.8920, -1.1099)
H (2.8418, -0.0535, -0.0052)
H (0.6415, -2.0758, 0.2929)
H (0.2459, -0.9042, -0.9369)
H (-2.3236, 0.1123, -1.2821)
H (-2.7170, 1.8819, 0.0666)

Output
Kohn-Sham gap ... 11.1 eV
Max |F| ... 0.5 eV/Å
E ... -8809.059 eV
HOMO energy ... -10.1 eV
SMILES string ... [H]/N=C/O.CC=O
Multiplicity ... 1
E_LUMO ... 0.954 eV

***

[19]
The following is a DFT calculation (the ωB97M-V functional and the def2-TZVPD basis) of the molecule C3H7NO2 in a non-equilibrium geometry.

Element x y z (Å)
O (-0.4683, 2.0698, -0.2783)
C (-0.3778, 1.1385, 0.4775)
O (-0.0786, 1.2423, 1.8525)
C (-0.3773, -0.2546, -0.0182)
C (0.9429, -0.9608, 0.0422)
N (-0.6211, -0.2312, -1.4981)
H (0.7316, 1.8075, 1.7539)
H (-1.0136, -0.7231, 0.6273)
H (1.1742, -1.4043, 1.0509)
H (1.7581, -0.2877, -0.1525)
H (0.8720, -1.8651, -0.6663)
H (-1.2602, -0.9873, -1.6919)
H (-1.2819, 0.4561, -1.4989)

Output
Kohn-Sham gap ... 11.2 eV
Max |F| ... 4.0 eV/Å
E ... -8808.678 eV
HOMO energy ... -10.5 eV
SMILES string ... C[C@H](N)C(=O)O
Multiplicity ... 1
E_LUMO ... 0.694 eV